20
Properties=species:S:1:pos:R:3:mulliken_charge:R:1 method="wB97M-V/def2-TZVPD" molar_mass_g_mol=118.16 e_lumo_ha=-0.115 total_energy_ev=-10850.7136 homo_energy_ha=-0.4654 total_charge=+1 gap_ev=9.531
C 1.889 0.038 -0.003 1.065
C 2.962 -1.048 -0.038 -1.275
C 2.309 1.448 0.227 -1.145
C -2.915 -0.441 -0.160 -0.007
N 0.625 -0.286 -0.247 0.245
N -0.466 0.500 -0.272 -0.788
N -4.012 0.300 -0.261 -0.310
O -3.101 -1.621 0.297 -0.364
H 2.644 -2.031 0.289 0.381
H 3.523 -0.976 -0.932 0.344
H 3.682 -0.931 0.752 0.378
H 2.856 2.136 -0.421 0.322
H 3.062 1.494 1.022 0.313
H 1.440 2.020 0.342 0.261
H -1.406 -0.060 -0.408 0.481
H -0.439 1.396 0.108 0.132
H 0.383 -1.214 -0.473 0.270
H -4.961 -0.144 -0.155 0.183
H -3.959 1.259 -0.220 0.217
H -4.116 -1.837 0.551 0.295


20
Properties=species:S:1:pos:R:3:mulliken_charge:R:1 method="wB97M-V/def2-TZVPD" molar_mass_g_mol=118.16 e_lumo_ha=-0.162 total_energy_ev=-10849.4398 homo_energy_ha=-0.4958 total_charge=+1 gap_ev=9.082
C -0.985 -0.737 -0.298 0.049
C -3.356 -0.136 0.116 -0.843
C 0.767 2.145 0.086 -0.634
C 2.941 -1.252 0.265 -0.832
N -0.468 0.372 -0.677 0.411
N -2.248 -1.096 -0.036 -0.167
N 0.164 1.348 -0.890 -0.490
O 2.034 -0.697 -0.721 -0.433
H -0.117 -1.367 -0.347 0.513
H -3.396 0.668 -0.737 0.275
H -4.269 -0.680 0.263 0.330
H -3.403 0.520 0.984 0.345
H 0.497 3.253 0.094 0.318
H 0.478 1.733 1.180 0.311
H 1.758 2.343 -0.005 0.281
H 2.568 -0.913 1.146 0.328
H 3.836 -0.694 0.270 0.401
H 3.127 -2.290 0.281 0.305
H -2.477 -1.934 0.484 0.282
H 2.549 -0.585 -1.458 0.252


20
Properties=species:S:1:pos:R:3:mulliken_charge:R:1 method="wB97M-V/def2-TZVPD" molar_mass_g_mol=134.23 e_lumo_ha=0.145 total_energy_ev=-19647.6048 homo_energy_ha=-0.0910 total_charge=-1 gap_ev=6.412 smiles=NCNC[C@H](N)C[S-]
C -1.414 -0.451 0.547 -0.784
N -0.755 -1.799 0.022 -0.550
C 0.505 -1.907 0.737 -0.161
N 0.477 -3.034 1.780 -0.648
C -0.600 0.827 0.123 0.147
C 0.142 0.749 -1.245 -0.750
S 1.540 1.844 -1.227 -0.620
N -1.369 2.075 0.313 -0.541
H -2.410 -0.335 0.027 0.290
H -1.688 -0.512 1.616 0.246
H -0.561 -1.611 -0.938 0.386
H 1.399 -2.201 0.130 0.331
H 0.808 -0.963 1.337 0.180
H 0.191 -3.881 1.481 0.216
H -0.080 -2.705 2.574 0.203
H 0.281 0.928 0.838 0.203
H -0.584 0.832 -2.048 0.337
H 0.518 -0.273 -1.496 0.079
H -1.872 2.465 -0.444 0.202
H -0.916 2.760 0.777 0.234


20
Properties=species:S:1:pos:R:3:mulliken_charge:R:1 method="wB97M-V/def2-TZVPD" molar_mass_g_mol=116.17 e_lumo_ha=0.041 total_energy_ev=-10301.1324 homo_energy_ha=-0.3171 total_charge=0 gap_ev=9.743
C -0.255 -2.094 -0.141 -1.146
C 1.582 1.004 0.807 -1.363
C 1.275 -0.343 0.249 0.890
N 2.222 -0.853 -0.610 -0.481
N 0.136 -0.858 0.492 -0.417
H 2.957 -0.238 -0.919 0.213
H 1.935 -1.578 -1.247 0.199
H 0.455 -2.904 0.064 0.415
H -1.224 -2.385 0.267 0.268
H -0.350 -1.978 -1.226 0.378
H 2.635 1.097 1.069 0.449
H 1.218 1.765 0.047 0.279
H 0.979 1.187 1.690 0.331
C -2.422 0.747 0.179 -0.753
N -1.420 0.867 -0.836 0.172
N -0.740 1.872 -0.936 -0.557
H -0.987 2.655 -0.284 0.237
H -2.573 1.670 0.760 0.400
H -2.077 -0.037 0.854 0.242
H -3.347 0.404 -0.280 0.242


20
Properties=species:S:1:pos:R:3:mulliken_charge:R:1 method="wB97M-V/def2-TZVPD" molar_mass_g_mol=116.17 e_lumo_ha="0.025 / 0.033" total_energy_ev=-10298.5419 homo_energy_ha="-0.2145 / -0.2260" total_charge=0 gap_ev="6.505 / 7.047"
C 0.799 0.109 -1.646 -1.413
C 0.555 1.071 0.622 -0.917
C -0.343 -1.468 0.179 -0.034
C -0.247 -0.059 -0.725 1.029
N -1.317 -1.598 1.155 -0.488
N 0.882 -2.018 0.545 -0.391
N -1.526 0.396 -1.063 -0.618
N 0.761 2.415 0.393 -0.301
H -1.174 -1.185 2.080 0.194
H -2.279 -1.586 0.845 0.267
H 1.498 -2.236 -0.231 0.206
H 0.854 -2.663 1.332 0.239
H -1.549 1.045 -1.835 0.225
H -2.119 0.641 -0.283 0.201
H 1.498 2.637 -0.263 0.219
H 0.168 3.083 0.860 0.211
H 0.564 0.323 -2.680 0.259
H 1.785 -0.281 -1.456 0.347
H 1.440 0.476 0.837 0.342
H -0.249 0.898 1.334 0.426


20
Properties=species:S:1:pos:R:3:mulliken_charge:R:1 method="wB97M-V/def2-TZVPD" molar_mass_g_mol=116.17 e_lumo_ha=0.030 total_energy_ev=-10301.8285 homo_energy_ha=-0.3377 total_charge=0 gap_ev=10.011
C 1.442 1.128 0.127 -0.242
C 1.836 0.496 1.214 -0.173
N 1.169 0.656 2.484 -0.609
N 2.113 0.935 -1.127 -0.629
H 0.669 1.893 0.186 0.290
H 2.641 -0.236 1.155 0.324
H 1.867 0.732 3.216 0.268
H 0.678 -0.208 2.691 0.224
H 2.575 1.801 -1.388 0.254
H 1.421 0.764 -1.850 0.286
C -2.452 0.072 -1.389 -0.975
N -1.311 -1.754 0.370 -0.556
C -0.710 -1.362 -0.818 0.158
N -1.153 -0.529 -1.660 -0.449
H -3.162 -0.655 -0.999 0.344
H -2.836 0.474 -2.319 0.288
H -2.358 0.898 -0.681 0.304
H -0.699 -2.149 1.067 0.268
H -1.948 -1.075 0.759 0.220
H 0.218 -1.882 -1.038 0.407